{"formula": "C48H47Cl6N7O14", "method": "ωB97M-V/def2-TZVPD", "e_lumo_ev": [-4.45, -8.60], "charge": 1, "s2": 0.77, "largest_force_ev_per_a": 5.0, "energy_ha": -6053.955847, "e_homo_ev": [-11.6, -11.6], "homo_lumo_gap_ev": [7.159, 3.010], "spin_multiplicity": 2, "elements": ["Cl", "Cl", "Cl", "Cl", "Cl", "Cl", "O", "O", "O", "O", "O", "O", "O", "O", "O", "O", "O", "O", "O", "O", "N", "N", "N", "N", "N", "N", "N", "C", "C", "C", "C", "C", "C", "C", "C", "C", "C", "C", "C", "C", "C", "C", "C", "C", "C", "C", "C", "C", "C", "C", "C", "C", "C", "C", "C", "C", "C", "C", "C", "C", "C", "C", "C", "C", "C", "C", "C", "C", "C", "C", "C", "C", "C", "C", "C", "H", "H", "H", "H", "H", "H", "H", "H", "H", "H", "H", "H", "H", "H", "H", "H", "H", "H", "H", "H", "H", "H", "H", "H", "H", "H", "H", "H", "H", "H", "H", "H", "H", "H", "H", "H", "H", "H", "H", "H", "H", "H", "H", "H", "H", "H", "H"], "coordinates": [[-1.351, -1.660, 0.325], [2.581, -3.728, 2.898], [0.280, 0.150, 2.689], [-1.603, -4.072, 3.477], [3.096, 5.680, 2.237], [1.415, 4.796, -1.644], [5.507, -5.948, -2.761], [-4.869, -3.705, 0.108], [5.395, -3.419, 2.566], [-0.224, 3.111, 2.162], [6.446, -3.174, 4.261], [4.544, 2.874, 0.861], [-5.532, -5.075, 1.562], [-0.953, -1.206, -3.382], [6.213, -4.641, -1.226], [-3.304, 2.417, -2.366], [-3.672, 1.068, -0.738], [-0.687, 3.108, 4.298], [6.601, 2.440, 0.224], [0.192, -1.919, -5.055], [5.324, -5.083, -1.930], [-0.398, -0.993, -4.396], [-5.100, -3.967, 1.253], [-3.915, 1.514, -1.847], [5.373, 2.271, 0.183], [-1.042, 3.274, 3.103], [5.690, -2.680, 3.456], [-0.823, -0.030, 0.154], [-0.859, 3.083, -5.893], [-0.396, 2.033, -6.723], [-6.726, 0.643, -4.204], [5.241, -1.328, 3.634], [-5.760, 1.435, -3.550], [5.056, 0.369, -3.097], [4.755, 1.505, -0.993], [3.002, -4.492, -2.745], [0.465, 0.273, 0.931], [4.539, 1.396, 3.953], [-4.029, 3.790, 1.004], [2.038, 5.762, 0.814], [2.303, -3.290, -0.313], [-5.520, -3.129, 3.638], [0.013, -3.545, 3.807], [3.650, 0.293, -3.259], [-1.156, 2.655, -4.615], [-5.405, -2.112, 4.615], [2.507, 4.741, -0.254], [-3.480, 3.321, 3.677], [3.387, 1.330, -1.070], [-4.898, -2.984, 2.377], [-4.626, -1.001, 4.372], [1.472, -3.197, -1.500], [-2.662, 3.871, 1.425], [-4.746, -0.601, -2.638], [-0.592, 0.391, -4.954], [5.888, -0.504, 4.592], [-4.204, -1.770, 2.137], [-1.067, 1.355, -4.110], [3.934, -4.548, -1.669], [2.785, 0.636, -2.235], [-6.592, -0.735, -4.166], [1.043, -4.570, 3.170], [-4.780, 3.277, 3.222], [-5.034, 3.537, 1.922], [3.958, 0.542, 3.034], [-4.798, 0.738, -2.731], [-5.603, -1.368, -3.366], [3.551, -4.002, -0.445], [-4.056, -0.858, 3.133], [4.160, -0.785, 2.877], [-0.296, 0.711, -6.280], [5.586, 1.042, -2.023], [1.793, -3.842, -2.683], [5.572, 0.886, 4.775], [-2.430, 3.549, 2.740], [-1.511, 3.423, -3.944], [3.519, -1.419, 2.283], [5.725, -0.007, -3.857], [6.661, 1.125, -1.962], [2.120, -2.546, 0.447], [-5.582, 3.273, 3.946], [3.340, -0.189, -4.175], [0.105, -3.442, 4.889], [-5.824, 2.513, -3.558], [-6.092, 3.613, 1.720], [-3.661, -1.673, 1.209], [1.021, -5.585, 3.568], [0.197, -2.613, 3.272], [0.757, -4.903, 2.172], [0.949, 1.230, 0.733], [-6.182, -3.938, 3.910], [6.719, -0.781, 5.223], [-4.101, -1.032, -1.887], [-3.296, 3.072, 4.712], [0.516, -2.710, -1.380], [-0.745, 0.329, -0.872], [2.412, 3.730, 0.140], [-0.086, 2.316, -7.718], [-1.865, 4.167, 0.759], [-0.958, 4.150, -6.029], [-7.304, 1.198, -4.928], [-4.634, -0.169, 5.060], [4.500, 2.461, 4.132], [-5.948, -2.179, 5.547], [2.180, 6.796, 0.499], [-7.259, -1.237, -4.851], [-4.277, 4.001, -0.026], [2.881, 1.481, -0.127], [1.005, 5.626, 1.132], [-1.265, 1.198, -3.060], [-3.537, 0.087, 3.076], [3.500, 4.795, -0.701], [4.253, -3.921, 0.372], [6.064, 1.552, 5.469], [1.720, 0.461, -2.272], [-0.004, -0.098, -6.933], [3.402, -4.766, -3.711], [-1.650, 0.570, 0.535], [1.026, -4.007, -3.425], [3.232, 1.027, 2.398], [-5.421, -2.429, -3.282], [1.233, -0.460, 0.686]]}

{"formula": "C36H28Br2N4PS5Sn", "method": "ωB97M-V/def2-TZVPD", "e_lumo_ev": [-4.23, -4.35], "charge": 1, "largest_force_ev_per_a": 0.5, "energy_ha": -9302.158278, "e_homo_ev": [-10.1, -10.0], "homo_lumo_gap_ev": [5.885, 5.638], "spin_multiplicity": 1, "elements": ["Sn", "Br", "Br", "S", "S", "S", "S", "S", "P", "N", "N", "N", "N", "C", "C", "C", "C", "C", "C", "C", "C", "C", "C", "C", "C", "C", "C", "C", "C", "C", "C", "C", "C", "C", "C", "C", "C", "C", "C", "C", "C", "C", "C", "C", "C", "C", "C", "C", "C", "H", "H", "H", "H", "H", "H", "H", "H", "H", "H", "H", "H", "H", "H", "H", "H", "H", "H", "H", "H", "H", "H", "H", "H", "H", "H", "H", "H"], "coordinates": [[0.458, -0.491, 0.035], [5.616, 2.803, -3.579], [-1.888, 4.725, -4.928], [2.373, -0.519, 2.102], [0.308, -2.782, -3.600], [-2.057, -1.680, -1.652], [-1.491, -3.242, -2.613], [0.657, -0.928, -3.284], [-1.304, 0.798, 1.697], [0.893, -1.505, 4.200], [2.097, 2.050, -0.650], [2.491, -0.219, 4.814], [-0.434, 1.809, -1.613], [1.869, 2.413, -1.914], [4.452, 2.201, -1.062], [-1.531, -1.924, 2.236], [-1.967, -0.617, 2.624], [0.396, 2.576, 5.006], [-2.980, 3.059, 1.855], [-3.009, -2.823, 3.981], [-0.412, 1.761, 4.223], [-2.222, 2.760, -2.908], [-3.865, 1.141, 0.697], [2.893, 2.655, -2.823], [-0.766, -4.537, 1.574], [0.038, 3.432, -3.302], [-0.234, -3.421, 0.881], [-3.424, -1.564, 4.307], [-0.589, -2.131, 1.176], [4.197, 2.530, -2.382], [-4.184, 3.727, 1.651], [-1.724, 1.922, -1.923], [1.381, 3.522, 3.023], [1.291, 3.456, 4.408], [1.851, -0.656, 5.965], [1.889, -0.739, 3.726], [-2.817, 1.764, 1.382], [3.360, 1.963, -0.241], [-1.668, -4.349, 2.577], [0.581, 2.705, 2.239], [-1.309, 3.531, -3.601], [-5.218, 3.108, 0.966], [-2.069, -3.038, 2.941], [0.845, -1.461, 5.579], [-2.907, -0.452, 3.608], [3.635, 0.683, 4.762], [-5.057, 1.811, 0.486], [-0.326, 1.824, 2.835], [0.432, 2.553, -2.300], [-6.154, 3.629, 0.814], [2.073, 4.209, 2.552], [1.915, 4.092, 5.024], [-3.282, 2.807, -3.115], [0.671, 2.736, 1.157], [0.115, -2.005, 6.152], [-3.276, 0.539, 3.845], [-5.864, 1.322, -0.044], [4.493, 0.175, 4.328], [5.461, 2.120, -0.685], [-2.410, 1.297, -1.368], [0.481, -3.618, 0.085], [-3.409, -3.683, 4.505], [2.689, 2.905, -3.854], [-1.104, 1.080, 4.701], [-4.161, -1.413, 5.085], [3.866, 1.001, 5.774], [-2.175, 3.551, 2.388], [-2.100, -5.193, 3.104], [-3.756, 0.118, 0.349], [0.756, 4.052, -3.818], [0.255, -2.001, 3.593], [0.321, 2.528, 6.086], [3.505, 1.683, 0.800], [-0.458, -5.538, 1.298], [-4.312, 4.731, 2.035], [3.389, 1.547, 4.148], [2.171, -0.354, 6.947]]}